2 unconnected molecules or ions with the total composition C5H14NOS, computed with ωB97M-V with the def2-TZVPD basis set.

The energy above the lowest of the compared OMol25 structures with the same formula, charge and spin comes out at 74.1 kcal per mole. The HOMO-LUMO gap is 6.02 eV.

Structure (ORCA input):
```
! RIJCOSX wB97M-V def2-TZVPD def2/J DEFGRID3
* xyz -1 1
C -0.043 1.606 -0.122
C 1.123 2.497 -0.540
S 2.847 1.761 -0.418
C -0.033 0.166 -0.589
N -1.324 -0.441 -0.118
C -2.020 -1.379 -1.033
C -0.998 -1.148 1.157
H -1.072 2.051 -0.515
H -0.201 1.716 1.080
H 1.005 2.788 -1.568
H 1.255 3.468 0.003
H 0.888 -0.329 -0.119
H -0.059 0.015 -1.647
H -1.872 -2.276 -0.525
H -1.176 -1.551 -1.912
H -3.010 -1.044 -1.258
H -1.192 -0.439 1.807
H -1.689 -1.927 1.476
H 0.050 -1.319 1.327
H 2.441 -0.642 1.169
H 2.416 -2.020 0.823
O 2.664 -1.553 1.522
*
```

---

2 unconnected molecules or ions with the total composition C9H14, computed with ωB97M-V with the def2-TZVPD basis set.

The energy above the lowest of the compared OMol25 structures with the same formula, charge and spin comes out at 48.4 kcal per mole. Its SMILES is Cc1ccccc1.CC. The HOMO-LUMO gap is 10.14 eV.

Structure (ORCA input):
```
! RIJCOSX wB97M-V def2-TZVPD def2/J DEFGRID3
* xyz 0 1
C 2.009 1.931 -0.592
C 0.913 0.925 -0.631
C 0.904 -0.268 -1.280
C -0.285 -0.979 -1.609
C -1.463 -0.448 -1.163
C -1.445 0.705 -0.407
C -0.285 1.381 -0.026
H 2.925 1.457 -0.996
H 2.387 2.408 0.338
H 1.796 2.670 -1.228
H 1.887 -0.619 -1.710
H -0.108 -1.797 -2.195
H -2.370 -0.944 -1.552
H -2.381 1.312 -0.156
H -0.129 2.221 0.580
C 0.427 -1.303 2.358
C -1.103 -1.609 2.261
H 0.548 -0.847 1.314
H 0.602 -0.582 3.069
H 0.999 -2.148 2.591
H -1.286 -1.895 1.250
H -1.165 -2.470 3.031
H -1.735 -0.771 2.206
*
```

---

9 unconnected molecules or ions with the total composition C19H52N4O23S5, computed with ωB97M-V with the def2-TZVPD basis set.

The energy above the lowest of the compared OMol25 structures with the same formula, charge and spin comes out at 0.0 kcal per mole. Its SMILES is CCOS(C)(=O)=O.CCOS(C)(=O)=O.CCOS(C)(=O)=O.CCOS(C)(=O)=O.CCOS(C)(=O)=O.C[N+](=O)[O-].C[N+](=O)[O-].C[N+](=O)[O-].C[N+](=O)[O-]. The HOMO-LUMO gap is 10.29 eV.

Structure (ORCA input):
```
! RIJCOSX wB97M-V def2-TZVPD def2/J DEFGRID3
* xyz 0 1
C 2.791 2.040 0.117
C 2.029 1.026 -0.789
O 0.583 1.272 -0.598
S -0.397 -0.021 -0.178
C -0.380 -0.852 -1.919
O 0.430 -0.919 0.691
O -1.739 0.404 0.249
H 2.468 3.055 -0.115
H 3.844 1.978 -0.159
H 2.727 1.973 1.203
H 2.216 1.266 -1.835
H 2.346 -0.013 -0.703
H -0.777 -0.122 -2.624
H -1.015 -1.735 -1.982
H 0.624 -1.138 -2.231
C 1.192 -1.819 6.041
C 1.409 -0.801 4.851
O 0.944 0.419 5.390
S 0.875 1.774 4.461
C -0.757 1.293 3.613
O 0.538 3.023 5.144
O 2.062 1.670 3.609
H 1.373 -2.831 5.678
H 0.230 -1.720 6.545
H 1.974 -1.712 6.792
H 2.487 -0.657 4.773
H 1.067 -1.197 3.895
H -1.241 2.191 3.227
H -1.356 0.719 4.320
H -0.375 0.617 2.848
C 1.143 -5.109 2.814
C -0.140 -4.574 2.139
O -0.390 -5.312 0.872
S -1.776 -4.959 0.020
C -1.695 -6.411 -1.119
O -2.900 -5.144 0.922
O -1.672 -3.724 -0.735
H 1.747 -5.519 2.004
H 0.815 -5.835 3.557
H 1.656 -4.249 3.244
H -0.975 -4.820 2.794
H 0.008 -3.523 1.891
H -1.817 -7.325 -0.538
H -0.711 -6.407 -1.587
H -2.478 -6.133 -1.825
C -3.583 0.640 -2.673
C -4.678 1.656 -2.616
O -5.958 1.097 -2.722
S -7.294 2.029 -3.029
C -8.398 0.651 -3.724
O -7.803 2.485 -1.746
O -7.064 2.957 -4.140
H -3.757 -0.163 -1.957
H -2.660 1.136 -2.371
H -3.352 0.180 -3.633
H -4.670 2.117 -1.628
H -4.600 2.452 -3.357
H -8.533 -0.035 -2.888
H -7.935 0.243 -4.623
H -9.349 1.068 -4.054
C 6.447 6.937 -1.891
C 5.412 6.078 -1.225
O 4.682 6.907 -0.272
S 3.169 7.416 -0.579
C 2.269 5.874 -0.184
O 2.790 8.414 0.401
O 3.063 7.589 -1.990
H 5.951 7.877 -2.133
H 6.580 6.581 -2.912
H 7.291 7.179 -1.245
H 4.875 5.623 -2.057
H 5.874 5.195 -0.785
H 2.110 5.235 -1.052
H 1.401 6.192 0.394
H 2.899 5.360 0.542
C -3.652 -4.001 -3.729
N -2.530 -3.127 -4.039
O -2.713 -2.128 -4.704
O -1.381 -3.536 -3.774
H -3.477 -4.476 -2.764
H -3.747 -4.611 -4.627
H -4.596 -3.457 -3.717
C -4.277 -1.881 0.608
N -5.466 -2.106 -0.175
O -5.436 -3.084 -0.905
O -6.454 -1.391 0.094
H -4.028 -2.734 1.240
H -4.412 -0.919 1.103
H -3.566 -1.864 -0.218
C 6.211 2.248 2.808
N 6.340 3.587 2.229
O 5.296 4.118 1.908
O 7.474 4.024 2.325
H 5.267 1.749 2.590
H 6.429 2.311 3.874
H 7.020 1.670 2.361
C 2.436 -3.459 -0.727
N 3.268 -4.505 -1.383
O 3.776 -5.433 -0.805
O 3.264 -4.515 -2.576
H 1.375 -3.671 -0.864
H 2.753 -2.481 -1.089
H 2.657 -3.442 0.340
*
```

---

2 unconnected molecules or ions with the total composition C6H14N2O2, computed with ωB97M-V with the def2-TZVPD basis set.

The energy above the lowest of the compared OMol25 structures with the same formula, charge and spin comes out at 52.5 kcal per mole. Its SMILES is CNC(C)=O.CNC(C)=O. The HOMO-LUMO gap is 9.67 eV.

Structure (ORCA input):
```
! RIJCOSX wB97M-V def2-TZVPD def2/J DEFGRID3
* xyz 0 1
C -2.082 2.801 -0.690
N -2.496 1.544 -0.064
C -1.765 0.450 -0.397
C -2.045 -0.954 0.240
O -0.947 0.494 -1.312
H -2.504 2.854 -1.669
H -2.316 3.812 -0.212
H -1.011 2.685 -1.128
H -2.959 1.723 0.796
H -2.588 -0.797 1.184
H -2.624 -1.470 -0.442
H -1.254 -1.628 0.420
C 1.973 -2.633 -0.686
N 1.397 -1.304 -0.203
C 2.023 -0.448 0.783
C 1.177 0.808 1.220
O 3.109 -0.834 1.182
H 1.326 -3.345 -0.273
H 2.042 -2.478 -1.783
H 2.993 -2.684 -0.268
H 0.598 -1.051 -0.566
H 0.565 0.485 2.063
H 1.799 1.696 1.596
H 0.648 1.097 0.368
*
```